Entry 1:
ORCA calculation (ωB97M-V/def2-TZVPD) on a single C6H10O molecule at a distorted geometry.

Last column: Mulliken charge in e.
Geometry (Å):
C1 1.67502 0.71645 -0.06839  -0.521
C2 1.47781 -0.78575 0.02468  -0.693
C3 -0.01145 -0.65794 -0.30221  0.082
C4 -1.39307 -1.18949 0.14949  -0.548
O1 -2.18005 0.09026 -0.11324  -0.388
C5 -1.25421 1.24934 -0.03971  -0.600
C6 0.10509 0.73489 0.21481  0.086
H1 1.88473 0.97249 -1.08751  0.288
H2 2.17524 1.29494 0.70897  0.291
H3 1.71239 -1.28404 0.99997  0.254
H4 2.03639 -1.39099 -0.66651  0.359
H5 -0.05025 -0.68593 -1.39697  0.203
H6 -1.50968 -1.46587 1.20058  0.246
H7 -1.89708 -1.96130 -0.44806  0.247
H8 -1.21906 1.72035 -1.05544  0.234
H9 -1.71608 2.04846 0.56292  0.295
H10 0.16426 0.59411 1.31662  0.164

Calculated values
- M (g/mol) = 98.1
- E_LUMO (eV) = 1.1
- SMILES = C1C[C@H]2COC[C@H]12
- net charge = 0
- ΔE to the lowest compared entry with this formula, charge and spin (kcal per mole) = 57.4
- frontier orbital gap (hartree) = 0.389
- HOMO level (eV) = -9.45

Entry 2:
ORCA calculation (ωB97M-V/def2-TZVPD) on a single C18H17FN2O4 molecule.

Last column: Mulliken charge in e.
Geometry (Å):
C1 6.06890 -0.75380 5.94825  -1.312
C2 5.13248 -0.45760 4.79398  0.814
O1 5.48352 0.09811 3.78084  -0.605
N1 3.85974 -0.89464 5.04094  -0.163
C3 2.72511 -0.81098 4.23253  0.969
C4 2.72391 -0.17553 2.99310  -0.606
C5 1.56899 -0.13885 2.23607  -0.817
C6 0.39521 -0.72869 2.69667  0.496
C7 -0.87934 -0.70077 1.92877  0.558
O2 -1.97225 -0.67602 2.46294  -0.673
N2 -0.73344 -0.76988 0.57960  -0.187
C8 -1.83930 -0.54103 -0.30917  -0.922
C9 -1.55312 0.64755 -1.20847  0.897
O3 -0.51305 1.25013 -1.21286  -0.640
O4 -2.59727 0.91548 -1.99090  -0.325
C10 -2.43711 1.93285 -2.98121  -0.682
C11 -2.62833 1.36553 -4.36089  0.542
C12 -3.45738 1.98505 -5.28709  -0.488
C13 -3.61606 1.46882 -6.56114  -0.666
C14 -2.95351 0.31092 -6.93176  -0.378
C15 -2.12703 -0.32995 -6.02644  -0.656
C16 -1.97397 0.20556 -4.76146  0.578
F1 -1.15764 -0.43155 -3.89492  -0.294
C17 0.39367 -1.33417 3.95089  -0.911
C18 1.54411 -1.38341 4.70725  -0.563
H1 7.06223 -0.39085 5.70183  0.351
H2 6.11510 -1.82554 6.13065  0.331
H3 5.72097 -0.25727 6.85179  0.330
H4 3.70445 -1.35460 5.92799  0.185
H5 3.62729 0.28644 2.63234  0.521
H6 1.58643 0.38867 1.29337  0.403
H7 0.18435 -0.67048 0.17310  0.238
H8 -2.02828 -1.41375 -0.94541  0.319
H9 -2.72962 -0.35385 0.29942  0.413
H10 -3.18164 2.70834 -2.78230  0.386
H11 -1.42974 2.35869 -2.87662  0.318
H12 -3.97966 2.88581 -5.00162  0.320
H13 -4.26271 1.96989 -7.26472  0.386
H14 -3.07897 -0.09543 -7.92332  0.375
H15 -1.59698 -1.23310 -6.28443  0.441
H16 -0.52576 -1.76640 4.31518  0.423
H17 1.53382 -1.86488 5.67559  0.293

Calculated values
- M (g/mol) = 344.3
- E_LUMO (eV) = 0.7
- SMILES = CC(=O)Nc1ccc(C(=O)NCC(=O)OCc2ccccc2F)cc1
- net charge = 0
- ΔE to the lowest compared entry with this formula, charge and spin (kcal per mole) = 0.0
- frontier orbital gap (hartree) = 0.343
- HOMO level (eV) = -8.64

Entry 3:
ORCA calculation (ωB97M-V/def2-TZVPD) on 2 unconnected molecules or ions with the total composition CH2OS2 at a distorted geometry.

Last column: Mulliken charge in e.
Geometry (Å):
C1 2.39408 0.60681 -1.60004  0.015
O1 -0.77657 -0.50585 1.18951  -0.456
S1 2.02530 0.07450 -0.21227  -0.018
S2 -1.80552 -0.44370 -0.08215  -0.007
H1 -0.79584 0.16820 1.89181  0.347
H2 -1.04145 0.10005 -1.18685  0.118

Calculated values
- M (g/mol) = 94.2
- E_LUMO (eV) = -0.1
- net charge = 0
- ΔE to the lowest compared entry with this formula, charge and spin (kcal per mole) = 77.4
- frontier orbital gap (hartree) = 0.343
- HOMO level (eV) = -9.42